No. 1
Below is a cluster of 14 separate species, C52H118Br8N10 in total at a distorted geometry, with properties calculated with wB97M-V/def2-TZVPD.

Positions of all 188 atoms, in Å:
C 2.99092 -0.06739 -3.40889
C 1.47916 0.20754 -3.60037
N 1.12842 0.88949 -4.87189
C 1.76322 2.20099 -4.89273
C 1.65457 2.82760 -6.25153
C -0.28802 0.91960 -5.12387
C -1.10289 2.06473 -4.53012
H 3.49422 0.88243 -3.26869
H 3.36413 -0.55704 -4.32503
H 3.12242 -0.75140 -2.53257
H 0.85616 -0.69355 -3.45697
H 1.19098 0.88539 -2.79921
H 1.38527 2.83805 -4.07061
H 2.87878 2.11700 -4.71033
H 0.66107 2.68586 -6.67145
H 1.79917 3.92216 -6.24325
H 2.42942 2.32435 -6.87874
H -0.57458 -0.04022 -4.73855
H -0.45052 0.89050 -6.19851
H -2.14421 1.77002 -4.85750
H -1.00551 3.01723 -4.99753
H -1.03763 2.14220 -3.45192
C -2.79179 4.07343 -2.22694
C -3.73424 4.60048 -1.12999
N -3.94432 3.60321 -0.02472
C -4.91102 4.22923 0.93342
C -6.34423 4.28662 0.41002
C -2.73136 3.17497 0.62494
C -1.84662 4.21783 1.33017
H -1.80211 4.11176 -1.81441
H -2.77197 4.53764 -3.23527
H -3.01976 3.00998 -2.40952
H -3.31976 5.55066 -0.83190
H -4.72023 4.85071 -1.47600
H -4.81114 3.85104 1.96456
H -4.65304 5.26204 1.00899
H -7.07630 4.54060 1.16572
H -6.48009 4.98023 -0.42137
H -6.71931 3.35432 -0.01680
H -2.15868 2.70777 -0.18203
H -3.10718 2.35982 1.26918
H -2.39104 5.11876 1.82507
H -1.10972 4.47654 0.59194
H -1.29079 3.66508 2.06923
C 0.76093 2.02063 7.34841
C 1.91693 2.05585 6.32300
N 2.14380 3.40468 5.92690
C 3.54150 3.69869 5.61643
C 4.09379 2.78687 4.55256
C 1.14852 3.92903 5.05466
C 0.88739 5.38247 5.41312
H 1.15650 2.36625 8.31637
H 0.30419 1.04141 7.50227
H -0.05055 2.64610 7.01218
H 2.79973 1.56569 6.67476
H 1.52776 1.51520 5.44521
H 3.62472 4.75507 5.34692
H 4.00766 3.60076 6.57932
H 4.01895 1.71093 4.72601
H 3.75028 3.04046 3.51682
H 5.13756 3.02885 4.44663
H 0.20561 3.39350 5.07695
H 1.42031 3.98418 3.99499
H 0.66246 5.93709 4.47615
H 1.69469 5.92909 5.89493
H 0.02291 5.62279 6.11754
C 1.40388 2.61514 1.25210
C 0.41419 1.51002 1.59612
N 1.05824 0.24263 1.57334
C 0.14635 -0.84507 1.01853
C 0.25673 -0.84444 -0.49905
C 1.43357 -0.22472 2.97381
C 2.39002 -1.37435 2.97741
H 2.16395 2.85634 1.99697
H 0.83163 3.50580 1.04796
H 1.81679 2.47974 0.22781
H -0.10780 1.64898 2.54646
H -0.28961 1.42671 0.78129
H -0.85147 -0.66296 1.41763
H 0.51911 -1.85478 1.35687
H -0.10345 -1.80692 -1.01513
H 1.40518 -0.86345 -0.79367
H -0.17588 0.02524 -1.02463
H 1.91228 0.56656 3.59567
H 0.52997 -0.50451 3.41333
H 3.23100 -1.29702 3.73451
H 1.93332 -2.35926 3.16901
H 2.95721 -1.38169 2.08208
C -4.44545 -5.75578 -2.35155
C -4.60379 -4.26441 -2.60126
N -5.13763 -3.56749 -1.41804
C -5.98564 -2.51670 -1.74544
C -7.31202 -3.04069 -2.21481
C -3.94593 -3.23793 -0.58157
C -4.30246 -2.87155 0.88536
H -5.35241 -6.21870 -1.95476
H -3.60704 -5.94225 -1.64391
H -4.11502 -6.27720 -3.27728
H -3.63696 -3.79093 -2.80564
H -5.26412 -4.14859 -3.48293
H -6.07753 -1.86804 -0.87937
H -5.48263 -1.94687 -2.54430
H -7.88809 -3.67383 -1.51399
H -8.00754 -2.22855 -2.50764
H -7.09642 -3.60049 -3.15290
H -3.34807 -2.41896 -0.98460
H -3.28375 -4.11193 -0.52729
H -5.26980 -2.37401 0.88722
H -3.56847 -2.25070 1.38817
H -4.43247 -3.77701 1.55882
C -0.45819 -3.34291 -7.83239
C -0.81978 -3.31161 -6.38008
N 0.05014 -4.17140 -5.48551
C 1.38333 -3.66820 -5.31705
C 2.43354 -4.77485 -5.21976
C -0.54476 -4.56709 -4.25244
C -0.49103 -3.56247 -3.07615
H -0.54642 -4.36999 -8.14749
H 0.58005 -3.12226 -8.11630
H -1.20583 -2.76498 -8.40687
H -0.91024 -2.29097 -6.00312
H -1.81235 -3.69088 -6.20043
H 1.56471 -3.01982 -6.16587
H 1.51887 -3.00908 -4.48371
H 3.46653 -4.40693 -5.38517
H 2.36797 -5.20934 -4.23514
H 2.25648 -5.57200 -5.93282
H -0.14003 -5.52953 -3.88466
H -1.60629 -4.84486 -4.44836
H -1.12826 -3.86281 -2.24656
H -0.92074 -2.63195 -3.46948
H 0.45499 -3.25933 -2.62768
C -3.82631 0.41437 -0.64371
C -3.30914 0.14962 -1.99545
N -2.82044 -0.00283 -3.02591
H -3.21395 0.07803 0.20278
H -4.74821 -0.05405 -0.49483
H -4.00752 1.48610 -0.51659
C -4.66157 -3.36882 4.50481
C -3.38381 -2.87679 5.04592
N -2.39633 -2.47693 5.40507
H -5.06204 -3.97990 5.34324
H -4.38496 -4.08159 3.72877
H -5.35520 -2.56549 4.11307
C 4.03173 1.09207 -0.32032
C 5.32509 0.67978 -0.88387
N 6.26725 0.19382 -1.29967
H 3.40290 1.48631 -1.09834
H 4.22219 1.85537 0.44826
H 3.45837 0.35095 0.21369
C -1.82642 0.48220 4.99055
C -2.77006 0.14635 3.93008
N -3.45992 -0.09087 3.03673
H -1.50753 1.57722 5.09837
H -1.05151 -0.28108 5.06386
H -2.48723 0.42783 5.93239
Br 2.49772 4.86643 -1.21892
C 2.88722 5.15894 -3.06105
C 2.01404 6.19802 -3.72808
Br 0.27412 5.48841 -3.97173
H 2.79341 4.19082 -3.52224
H 3.93366 5.41980 -3.09337
H 2.33490 6.54287 -4.65696
H 1.87166 6.92409 -2.98646
Br 4.65744 -5.32855 -1.94911
C 4.98739 -3.99119 -0.61056
C 3.71427 -3.58215 0.05869
Br 3.38044 -4.61836 1.63971
H 5.40092 -3.19140 -1.17136
H 5.74237 -4.40680 0.05429
H 2.87124 -3.74193 -0.63384
H 3.81932 -2.52936 0.30436
Br 6.37970 -3.41983 2.73066
C 7.45168 -2.20434 3.79014
C 7.67397 -0.97071 2.93931
Br 6.01209 -0.05695 2.55159
H 8.36282 -2.81092 4.01880
H 6.92837 -2.08431 4.75652
H 8.23347 -1.25762 2.02969
H 8.25508 -0.15971 3.46160
Br 0.92966 -4.46395 4.92114
C 2.48456 -3.63880 5.78123
C 2.07618 -2.25832 6.29309
Br 3.66906 -1.24174 6.83247
H 3.22367 -3.54389 5.03981
H 2.79551 -4.39206 6.52058
H 1.36033 -2.33447 7.06882
H 1.70823 -1.64956 5.48246

Maximum force, eV/Å: 3.83
Molar mass, g/mol: 1522.8
Charge: 0
LUMO, eV: 0.3

No. 2
Below is a cluster of 4 separate species, C2H13N2O3 in total at a distorted geometry, with properties calculated with wB97M-V/def2-TZVPD.

Positions of all 20 atoms, in Å:
C 1.86785 0.55082 0.53595
C 1.38745 -0.60847 0.00206
N 0.15499 -1.33137 0.13480
N 2.93808 1.30873 0.35166
H 1.19327 1.18346 1.32475
H 2.06877 -1.16031 -0.61874
H 0.24580 -2.34173 0.51479
H -0.44781 -0.68180 0.79772
H -0.22754 -1.45150 -0.81230
H 3.63922 0.86935 -0.20496
H 2.91940 2.27878 0.51272
H -0.66183 0.82675 -3.53572
H -2.18921 0.69206 -3.19068
O -1.20225 0.90636 -2.77559
H -2.90162 -1.63565 -0.36807
H -2.51004 -0.20917 -0.70494
O -2.43964 -0.90802 -0.04759
H -1.74883 0.99925 2.49466
H -2.02043 -0.42200 2.17561
O -1.17591 0.19627 2.19592

Maximum force, eV/Å: 6.52
Relative energy (zero: lowest compared OMol25 entry of this formula, charge and spin), kcal per mole: 65.65
Molar mass, g/mol: 113.1
Charge: +1
LUMO, eV: -3.0